Record 1
# C10H14O3S2

The molecule C10H14O3S2 in a non-equilibrium geometry (wB97M-V/def2-TZVPD, the OMol25 dataset).

```
29
Properties=species:S:1:pos:R:3:mulliken_charge:R:1
C -1.046 -1.873 -0.054 -0.23
C -0.185 -1.961 0.765 0.55
C 0.616 0.855 0.383 0.44
C 1.433 0.277 1.185 0.11
C -2.932 -3.449 -0.530 -1.42
C -0.214 2.846 -0.802 -1.24
C -2.236 -2.077 -0.867 -0.60
C 0.715 -1.943 1.928 -0.68
C -0.074 1.377 -0.597 -0.26
C 1.221 -0.551 2.367 -0.92
O 2.542 3.022 0.519 -0.50
O 2.927 -0.397 -1.090 -0.58
O 4.126 -0.503 1.047 -0.60
S 3.754 2.312 0.014 0.20
S 3.063 0.074 0.302 0.93
H -3.359 -3.645 0.475 0.32
H -2.224 -4.233 -0.875 0.31
H -3.791 -3.451 -1.053 0.49
H 0.351 3.104 -1.680 0.28
H 0.152 3.430 0.046 0.31
H -1.250 3.114 -1.042 0.41
H -1.980 -2.200 -1.945 0.31
H -2.798 -1.285 -0.501 0.38
H 0.278 -2.332 2.820 0.41
H 1.665 -2.537 1.571 0.25
H 3.401 2.297 -1.380 0.19
H -0.608 0.713 -1.248 0.40
H 2.228 -0.646 2.826 0.26
H 0.474 -0.140 2.917 0.45
```

The HOMO energy is -8.845 eV. Its relative energy (zero: lowest compared OMol25 entry of this formula, charge and spin) is 4.712 eV. The calculation puts the largest force on an atom at 3.88 eV Å⁻¹. The LUMO energy comes out at -0.3 eV.


Record 2
# C36H28MnOP2S4Sb

A structure of composition C36H28MnOP2S4Sb (wB97M-V/def2-TZVPD, the OMol25 dataset).

```
73
Properties=species:S:1:pos:R:3:mulliken_spin:R:1
Mn 1.049 -0.034 1.898 4.80
O -0.853 0.345 1.113 -0.05
S -1.260 0.560 -0.346 0.00
C 0.135 1.485 -1.020 0.03
C 0.875 1.063 -2.112 -0.03
C 1.882 1.878 -2.605 0.01
C 2.133 3.105 -2.006 -0.01
C 1.391 3.513 -0.905 0.01
C 0.378 2.714 -0.387 -0.01
P -0.670 3.219 1.066 0.02
C 0.427 2.587 2.417 0.02
C 1.777 2.938 2.527 -0.02
C 2.559 2.465 3.568 0.03
C 2.016 1.600 4.511 -0.01
C 0.682 1.224 4.412 0.01
C -0.117 1.733 3.381 0.08
C -0.370 5.018 1.122 0.00
C -0.842 5.765 0.040 0.00
C -0.740 7.147 0.039 0.00
C -0.187 7.804 1.129 0.00
C 0.260 7.074 2.220 0.00
C 0.171 5.688 2.218 0.00
C -1.099 -1.048 -1.079 -0.02
C -1.497 -1.115 -2.411 0.00
C -1.437 -2.309 -3.102 0.00
C -1.008 -3.445 -2.431 0.00
C -0.658 -3.377 -1.093 -0.01
C -0.689 -2.179 -0.376 0.02
P -0.243 -2.243 1.423 0.13
C -1.857 -2.284 2.246 -0.04
C -3.063 -2.481 1.572 0.00
C -4.254 -2.500 2.281 0.00
C -4.254 -2.329 3.662 0.00
C -3.058 -2.141 4.333 0.00
C -1.861 -2.113 3.627 0.00
C 0.421 -3.916 1.650 -0.02
C 1.791 -4.099 1.476 0.03
C 2.353 -5.360 1.616 0.00
C 1.549 -6.442 1.946 0.00
C 0.183 -6.262 2.135 0.00
C -0.382 -5.006 1.987 0.00
H 0.701 0.098 -2.565 0.00
H 2.464 1.545 -3.453 0.00
H 2.910 3.752 -2.392 0.00
H 1.595 4.478 -0.458 0.00
H 2.220 3.587 1.781 -0.01
H 3.602 2.746 3.628 0.00
H 2.629 1.212 5.313 0.00
H 0.248 0.561 5.150 0.00
H -1.158 1.450 3.303 0.00
H -1.291 5.262 -0.810 0.00
H -1.102 7.712 -0.809 0.00
H -0.114 8.884 1.130 0.00
H 0.680 7.581 3.079 0.00
H 0.520 5.139 3.084 0.00
H -1.851 -0.216 -2.905 0.00
H -1.733 -2.353 -4.141 0.00
H -0.949 -4.394 -2.947 0.00
H -0.329 -4.283 -0.607 0.00
H -3.082 -2.625 0.499 0.00
H -5.186 -2.653 1.751 0.00
H -5.184 -2.345 4.214 0.00
H -3.058 -2.014 5.408 0.00
H -0.926 -1.971 4.159 -0.01
H 2.414 -3.253 1.216 -0.01
H 3.416 -5.500 1.472 0.00
H 1.987 -7.425 2.060 0.00
H -0.442 -7.105 2.398 0.00
H -1.446 -4.872 2.135 0.00
S 2.367 -2.060 -1.488 0.01
Sb 4.142 -1.152 -0.504 0.01
S 3.399 -0.480 1.983 0.01
S 3.443 0.975 0.433 0.04
```

The HOMO energy (spin up / spin down) is -10.489 / -10.670 eV. Its relative energy (zero: lowest compared OMol25 entry of this formula, charge and spin) is 0.556 eV. The calculation puts the largest force on an atom at 0.73 eV Å⁻¹. The LUMO energy (spin up / spin down) comes out at -3.0 / -3.1 eV. The charge is +1. As for the spin multiplicity: 6.


Record 3
# C28H76Ag2N5O11

A structure of composition C28H76Ag2N5O11 in a non-equilibrium geometry (wB97M-V/def2-TZVPD, the OMol25 dataset).

```
122
Properties=species:S:1:pos:R:3:mulliken_spin:R:1
Ag 0.252 14.023 -2.201 0.35
Ag 3.676 15.163 -1.781 0.06
C 2.896 11.916 -1.359 -0.06
O 2.245 13.151 -1.513 0.68
H 3.831 12.099 -0.829 0.06
H 2.309 11.283 -0.693 0.01
H 2.955 11.345 -2.285 0.02
C 1.103 17.134 -3.189 -0.07
O 1.575 15.898 -2.701 0.72
H 0.236 17.007 -3.837 0.07
H 0.722 17.765 -2.385 0.00
H 1.831 17.716 -3.754 0.03
C -1.632 10.948 0.245 0.00
C -1.195 12.121 -0.694 -0.01
O -1.134 11.883 -1.916 0.01
O -1.024 13.304 -0.325 0.01
H -2.614 10.639 -0.114 0.00
H -1.635 11.073 1.327 0.00
H -1.001 10.099 -0.020 0.00
C -1.242 19.936 2.738 0.00
C -1.960 18.849 3.505 0.00
C -1.213 17.519 3.564 0.00
O -0.973 16.859 2.360 0.00
C -2.067 16.160 1.878 0.00
N -2.172 19.423 4.807 0.00
H -1.206 19.728 1.668 0.00
H -0.221 20.057 3.099 0.00
H -1.799 20.872 2.760 0.00
H -2.925 18.601 3.062 0.00
H -1.703 16.844 4.264 0.00
H -0.248 17.838 3.959 0.00
H -2.411 15.415 2.596 0.00
H -1.682 15.552 1.059 0.00
H -2.951 16.751 1.640 0.00
H -2.794 20.200 4.639 0.00
H -2.622 18.749 5.410 0.00
C 2.402 17.440 1.922 0.00
C 2.543 17.063 0.440 0.00
C 3.402 18.121 -0.309 0.01
O 4.076 17.468 -1.438 -0.01
C 4.918 18.375 -2.059 0.00
N 3.050 15.693 0.411 0.02
H 2.036 16.674 2.606 0.00
H 1.576 18.145 2.017 0.00
H 3.279 17.921 2.356 0.00
H 1.574 17.058 -0.058 0.00
H 4.264 18.373 0.310 0.00
H 2.836 19.001 -0.615 0.00
H 5.064 19.292 -1.489 0.00
H 4.429 18.717 -2.972 0.00
H 5.833 17.844 -2.322 0.00
H 3.728 15.694 1.159 0.00
H 2.310 15.172 0.858 0.02
C 4.402 13.302 -4.950 0.00
C 4.610 14.740 -5.258 0.00
C 3.367 15.234 -6.045 0.01
O 3.269 14.592 -7.333 0.00
C 3.579 15.531 -8.381 0.00
N 4.716 15.495 -4.053 0.00
H 3.536 13.184 -4.298 -0.01
H 5.297 12.978 -4.419 0.00
H 4.288 12.722 -5.866 0.00
H 5.514 14.764 -5.866 0.00
H 3.478 16.311 -6.173 0.00
H 2.482 15.120 -5.419 -0.02
H 2.956 16.415 -8.245 0.00
H 3.393 15.119 -9.373 0.00
H 4.637 15.791 -8.411 0.00
H 5.515 15.210 -3.505 0.00
H 5.093 16.403 -4.287 0.00
C -0.153 13.418 3.538 0.00
C 1.099 14.074 2.911 0.00
C 2.170 12.940 2.609 0.00
O 3.462 13.565 2.512 0.00
C 4.467 12.448 2.210 0.00
N 0.782 14.719 1.692 0.01
H -0.852 14.238 3.703 0.00
H 0.210 13.021 4.486 0.00
H -0.585 12.656 2.890 0.00
H 1.517 14.662 3.728 0.00
H 1.924 12.293 1.767 0.00
H 2.244 12.346 3.520 0.00
H 4.153 11.723 1.460 0.00
H 4.570 11.846 3.113 0.00
H 5.441 12.860 1.947 0.00
H 0.056 15.390 1.899 0.00
H 0.253 14.092 1.102 0.00
C -1.523 13.547 -6.158 0.01
C -1.047 14.162 -4.862 -0.03
C -2.135 14.562 -3.865 0.00
O -1.654 15.153 -2.640 0.02
C -2.651 15.885 -1.877 0.00
N -0.075 13.238 -4.311 0.11
H -2.357 14.039 -6.657 0.00
H -1.793 12.532 -5.865 0.00
H -0.735 13.439 -6.904 0.00
H -0.652 15.159 -5.058 0.01
H -2.785 13.758 -3.518 0.00
H -2.747 15.289 -4.398 0.00
H -2.139 16.248 -0.986 0.00
H -3.569 15.319 -1.716 0.00
H -2.970 16.813 -2.351 0.00
H -0.410 12.286 -4.362 -0.02
H 0.630 13.196 -5.033 0.01
C -0.139 8.508 -3.029 0.00
C -0.005 9.596 -4.064 0.00
O -1.191 10.350 -4.126 0.00
H -0.997 7.905 -3.329 0.00
H -0.506 8.873 -2.070 0.00
H 0.708 7.824 -2.973 0.00
H 0.090 9.051 -5.003 0.00
H 0.908 10.140 -3.823 0.00
H -1.371 10.633 -3.227 0.00
C 0.558 10.577 -7.512 0.00
C 1.942 11.090 -7.098 0.00
O 1.797 12.409 -6.543 0.00
H 0.206 11.327 -8.221 0.00
H -0.169 10.627 -6.702 0.00
H 0.457 9.555 -7.879 0.00
H 2.576 11.037 -7.984 0.00
H 2.341 10.503 -6.271 0.00
H 2.454 12.966 -6.966 0.00
```

The HOMO energy (spin up / spin down) is -10.938 / -10.720 eV. The calculation puts the largest force on an atom at 3.55 eV Å⁻¹. The LUMO energy (spin up / spin down) comes out at -2.0 / -5.0 eV. The charge is +1. As for the spin multiplicity: 3.


Record 4
# C5H10BrCl2CoO3

A structure of composition C5H10BrCl2CoO3 in a non-equilibrium geometry (wB97M-V/def2-TZVPD, the OMol25 dataset).

```
22
Properties=species:S:1:pos:R:3:mulliken_spin:R:1
Co -3.692 -1.080 0.469 3.92
Br -2.794 0.972 1.635 0.11
C -1.261 3.823 -0.015 0.00
Cl -0.252 4.192 -1.427 0.00
Cl -1.131 5.142 1.189 0.00
H -2.291 3.658 -0.330 0.00
H -0.852 2.919 0.437 0.00
C 1.874 0.731 -0.574 0.00
C 0.420 0.135 -0.481 0.00
O 0.589 -1.274 -0.267 0.00
C -0.500 -2.045 -0.138 0.03
O -1.650 -1.685 -0.292 -0.06
O -0.182 -3.390 0.058 0.00
C 1.070 -3.822 0.521 0.00
H 2.456 0.488 0.316 0.00
H 1.851 1.813 -0.700 0.00
H 2.347 0.345 -1.476 0.00
H -0.138 0.337 -1.395 0.00
H -0.115 0.569 0.364 0.00
H 1.791 -4.098 -0.249 0.00
H 0.944 -4.669 1.195 0.00
H 1.518 -3.061 1.160 0.00
```

The HOMO energy (spin up / spin down) is -7.183 / -9.576 eV. The calculation puts the largest force on an atom at 2.95 eV Å⁻¹. The LUMO energy (spin up / spin down) comes out at 0.5 / -1.0 eV. As for the spin multiplicity: 5.


Record 5
# C4H2O2

A structure of composition C4H2O2 in a non-equilibrium geometry (wB97M-V/def2-TZVPD, the OMol25 dataset).

```
8
Properties=species:S:1:pos:R:3:mulliken_charge:R:1
C -0.392 0.930 -0.313 -0.66
C -0.440 -0.982 -0.261 -0.30
C -1.462 0.051 0.071 0.85
C 0.795 0.007 -0.520 0.28
O -2.605 0.038 0.390 -0.52
O 1.608 0.008 0.630 -0.49
H 1.511 -0.281 -1.320 0.40
H 0.985 0.229 1.324 0.44
```

The HOMO energy (spin up / spin down) is -10.200 / -10.201 eV. Its relative energy (zero: lowest compared OMol25 entry of this formula, charge and spin) is 3.887 eV. The calculation puts the largest force on an atom at 5.57 eV Å⁻¹. The LUMO energy (spin up / spin down) comes out at -1.7 / -1.7 eV.


Record 6
# C5H8N3O

A structure of composition C5H8N3O in a non-equilibrium geometry (wB97M-V/def2-TZVPD, the OMol25 dataset).

```
17
Properties=species:S:1:pos:R:3:mulliken_spin:R:1
C -1.266 -0.870 -0.080 0.41
C -0.165 -1.695 -0.063 -0.02
C 0.310 0.656 0.190 0.52
C 1.346 1.600 0.300 0.00
C -1.949 1.434 -0.300 0.02
N -0.979 0.435 0.077 0.18
N 0.981 -1.120 -0.141 0.33
N 2.183 -1.442 0.216 0.16
O 2.451 1.465 -0.185 0.36
H -2.201 -1.353 -0.163 0.01
H -0.235 -2.799 -0.129 0.00
H 1.032 2.569 0.911 0.00
H -2.839 0.847 -0.177 0.01
H -2.063 2.158 0.569 0.01
H -1.646 1.951 -1.169 -0.01
H 2.244 -2.334 0.703 0.00
H 2.796 -1.502 -0.556 0.02
```

The HOMO energy (spin up / spin down) is -11.522 / -14.027 eV. Its relative energy (zero: lowest compared OMol25 entry of this formula, charge and spin) is 2.640 eV. The calculation puts the largest force on an atom at 5.32 eV Å⁻¹. The LUMO energy (spin up / spin down) comes out at -4.2 / -7.0 eV. The charge is +1. As for the spin multiplicity: 3.


Record 7
# C10H18O4

The molecule C10H18O4 in a non-equilibrium geometry (wB97M-V/def2-TZVPD, the OMol25 dataset).

```
32
Properties=species:S:1:pos:R:3:mulliken_charge:R:1
C 0.271 2.550 -0.270 -1.51
C 1.595 2.029 -0.763 1.04
C 2.300 2.984 -1.717 -1.56
C 1.514 0.564 -1.329 0.13
C 0.124 -0.117 -1.489 0.12
C -0.056 -1.558 -1.048 -1.19
C -1.046 -2.037 0.178 1.76
C -0.514 -1.810 1.793 -0.30
C -1.116 -0.793 2.702 -0.11
O -0.359 0.015 3.409 -0.43
O -0.648 -3.047 2.443 -0.54
C -2.417 -1.366 0.101 -1.77
O -1.062 -3.332 0.054 -0.84
O 2.532 -0.065 -1.510 -0.60
H -0.502 2.443 -1.032 0.38
H -0.036 2.021 0.637 0.21
H 0.362 3.603 -0.012 0.43
H 2.268 1.918 0.098 0.20
H 1.756 3.083 -2.657 0.38
H 2.366 3.990 -1.287 0.39
H 3.318 2.657 -1.939 0.36
H -0.656 0.498 -1.047 -0.15
H -0.020 -0.105 -2.588 0.29
H -0.569 -2.004 -1.912 0.36
H 0.905 -2.075 -0.946 0.42
H 0.543 -1.555 1.586 0.18
H -2.191 -0.635 2.815 0.40
H 0.331 -0.548 3.836 0.41
H -0.717 -3.646 1.639 0.42
H -2.333 -0.283 -0.012 0.36
H -2.962 -1.793 -0.748 0.40
H -2.980 -1.584 1.017 0.37
```

The HOMO energy (spin up / spin down) is -8.429 / -8.885 eV. Its relative energy (zero: lowest compared OMol25 entry of this formula, charge and spin) is 5.479 eV. The calculation puts the largest force on an atom at 2.40 eV Å⁻¹. The LUMO energy (spin up / spin down) comes out at -2.2 / -1.1 eV.


Record 8
# C3H3BrClNO

A structure of composition C3H3BrClNO in a non-equilibrium geometry (wB97M-V/def2-TZVPD, the OMol25 dataset).

```
10
Properties=species:S:1:pos:R:3:mulliken_charge:R:1
C -0.679 0.871 -0.156 -0.16
C 0.514 -1.115 0.339 -0.43
C 1.383 -0.696 -0.696 0.44
N 1.293 0.109 -1.515 -0.40
O -0.443 -0.037 0.808 -0.25
Cl 0.383 2.085 0.278 -0.10
Br -2.320 1.544 0.705 -0.18
H -0.164 -2.064 0.122 0.25
H 0.897 -1.326 1.284 0.30
H -0.865 0.630 -1.170 0.53
```

The HOMO energy is -9.811 eV. Its relative energy (zero: lowest compared OMol25 entry of this formula, charge and spin) is 2.935 eV. The calculation puts the largest force on an atom at 5.18 eV Å⁻¹. The LUMO energy comes out at -0.3 eV.


Question: Number 1 is which compound?
Answer: C10H14O3S2


Question: What is the formula in the fourth record?
Answer: C5H10BrCl2CoO3